[1]
The following is a quantum chemistry calculation of a cluster of 3 separate species, C23H52ClN2O15P3S2 in total at a distorted geometry, from the Open Molecules 2025 dataset.

```
98
Properties=species:S:1:pos:R:3:forces:R:3
C 3.713 4.822 2.903 -0.50 -0.72 -0.04
C 3.730 3.833 1.741 -0.03 0.09 0.51
N 2.812 2.725 2.096 1.59 0.34 -0.48
C 2.945 1.502 1.427 -1.31 0.23 1.42
C 1.909 0.541 2.092 -0.59 -0.32 -0.56
C 0.599 0.160 1.367 -0.06 0.20 0.59
C -0.599 0.973 1.863 -0.33 -0.29 0.12
C -1.859 0.702 1.037 0.32 -0.42 0.45
N -2.941 1.648 1.328 -0.02 -0.21 -0.63
C -4.245 0.946 1.204 0.24 0.71 0.14
C -2.972 2.741 0.407 -0.04 0.33 -0.36
C -3.676 3.987 0.905 -0.46 -0.43 -0.52
O -2.499 2.698 -0.706 0.07 -0.09 0.55
O 4.274 0.767 1.731 0.26 0.08 -1.11
S 4.407 -0.391 0.677 0.23 -2.83 0.86
O 5.708 -0.517 0.124 0.00 1.49 -0.44
O 3.924 -1.642 1.165 -0.72 0.37 0.31
O 3.207 0.105 -0.354 0.47 0.54 0.13
C 3.032 1.509 -0.110 0.80 -0.55 -0.89
Cl 4.585 2.202 -0.767 -0.15 0.55 0.30
P 1.699 2.325 -1.183 -1.23 0.97 0.17
O 0.988 1.108 -1.950 0.75 -0.26 0.25
O 2.429 3.135 -2.349 0.05 -0.82 -0.08
S 0.556 3.505 -0.250 0.18 -0.04 0.20
H 4.195 5.761 2.654 0.07 0.04 0.09
H 2.671 4.977 3.188 0.00 0.38 -0.07
H 4.183 4.345 3.766 0.25 0.26 0.05
H 3.381 4.314 0.831 0.06 -0.10 -0.12
H 4.742 3.443 1.625 0.06 0.17 -0.28
H 2.959 2.565 3.087 -0.48 -0.20 0.08
H 2.401 -0.385 2.363 0.20 0.04 -0.10
H 1.598 1.007 3.025 0.19 0.16 0.04
H 0.675 0.146 0.283 0.02 0.14 -0.01
H 0.397 -0.869 1.669 0.05 -0.14 -0.29
H -0.824 0.591 2.864 0.09 0.25 0.15
H -0.387 2.034 1.986 0.08 0.05 -0.36
H -1.628 0.608 -0.028 -0.13 0.34 -0.08
H -2.215 -0.281 1.354 -0.06 -0.05 -0.11
H -5.034 1.694 1.153 -0.16 -0.12 0.03
H -4.421 0.325 2.078 0.04 -0.21 -0.09
H -4.247 0.380 0.269 -0.22 -0.23 0.11
H -3.041 4.544 1.588 0.01 -0.03 0.08
H -3.937 4.580 0.032 0.22 0.22 0.03
H -4.618 3.722 1.383 0.14 0.06 0.38
H 1.412 0.262 -1.740 -0.12 -0.15 -0.17
H 2.756 2.526 -3.028 0.16 0.22 -0.15
C -8.888 1.171 4.415 -0.01 0.03 -0.06
C -7.701 0.222 4.334 -0.14 0.19 -0.07
O -8.103 -1.139 4.405 -0.15 0.14 -0.28
P -8.860 -1.845 3.121 3.62 -2.90 6.71
O -7.678 -1.992 2.225 -2.05 1.57 -2.81
O -9.014 -3.369 3.675 -0.69 0.00 -0.68
C -8.514 -4.487 2.938 0.28 -0.18 -0.02
C -7.133 -4.887 3.416 0.05 0.01 0.19
O -10.276 -1.445 3.828 -0.93 1.21 -3.11
C -11.530 -1.533 3.105 -0.16 -0.18 0.01
C -11.927 -2.959 2.780 0.12 -0.07 -0.04
H -9.523 1.091 3.530 0.02 0.05 -0.01
H -8.545 2.204 4.489 0.02 -0.01 0.00
H -9.505 0.937 5.281 0.03 0.02 0.03
H -7.131 0.408 3.417 0.04 -0.08 0.01
H -7.035 0.399 5.178 0.01 -0.14 0.02
H -8.510 -4.277 1.868 0.07 0.13 0.03
H -9.217 -5.306 3.102 -0.06 0.07 0.07
H -6.476 -4.020 3.476 -0.03 0.03 -0.15
H -6.689 -5.619 2.741 -0.02 -0.01 0.00
H -7.186 -5.324 4.414 -0.01 -0.01 -0.01
H -11.465 -0.932 2.195 -0.04 0.05 0.03
H -12.273 -1.071 3.752 0.10 0.03 0.09
H -11.278 -3.394 2.017 -0.01 0.00 0.00
H -12.949 -2.981 2.399 -0.01 0.04 0.01
H -11.862 -3.588 3.665 -0.04 0.03 0.03
C 5.271 -1.015 -3.007 0.14 0.09 -0.14
C 5.405 -2.074 -4.083 -0.21 -0.09 0.22
O 6.210 -1.637 -5.190 0.08 0.19 0.57
P 7.788 -1.510 -5.014 -1.05 -0.02 -4.25
O 8.426 -2.801 -4.738 0.51 0.62 1.95
O 8.171 -1.121 -6.537 0.09 0.16 0.26
C 9.130 -1.876 -7.276 0.09 -0.19 -0.21
C 8.459 -2.926 -8.139 -0.17 0.04 -0.08
O 7.901 -0.036 -4.433 0.57 -0.73 1.54
C 9.137 0.399 -3.816 0.20 0.10 0.08
C 10.272 0.522 -4.810 -0.03 -0.13 -0.15
H 6.221 -0.831 -2.507 -0.05 -0.02 0.08
H 4.552 -1.330 -2.252 0.00 -0.08 -0.03
H 4.941 -0.069 -3.441 -0.05 -0.02 -0.01
H 5.820 -2.996 -3.670 0.06 0.01 -0.05
H 4.428 -2.311 -4.502 0.05 0.01 -0.13
H 9.862 -2.331 -6.610 -0.12 -0.05 0.10
H 9.666 -1.162 -7.905 -0.06 0.07 0.04
H 7.741 -3.504 -7.558 0.11 -0.05 0.10
H 9.199 -3.608 -8.561 0.01 0.02 0.00
H 7.914 -2.457 -8.959 0.01 0.00 0.00
H 9.399 -0.289 -3.010 -0.05 -0.02 -0.01
H 8.917 1.366 -3.368 -0.15 -0.01 -0.04
H 10.605 -0.456 -5.161 -0.01 -0.01 0.03
H 11.123 1.016 -4.340 -0.02 0.01 0.03
H 9.962 1.098 -5.681 0.00 0.07 0.03
```
Positions in Å, forces in eV/Å.

Values from the calculation:
Orbital gap: 8.62 eV
LUMO level: -0.6 eV

---

[2]
The following is a quantum chemistry calculation of a cluster of 8 separate species, C23H52F8N6O13S2 in total at a distorted geometry, from the Open Molecules 2025 dataset.

```
104
Properties=species:S:1:pos:R:3:forces:R:3
C -8.240 5.519 3.572 -2.53 1.47 -1.98
C -8.687 5.034 2.251 -0.71 -1.79 0.17
O -9.648 5.254 1.618 0.11 0.73 0.07
N -7.829 3.805 1.671 1.64 2.19 0.73
H -6.829 4.106 1.757 -0.85 -0.70 0.38
H -7.975 2.977 2.250 -0.11 -0.19 -0.30
C -8.072 3.726 0.232 0.82 -0.33 -1.03
H -9.161 5.666 4.108 -0.30 -0.32 0.69
H -7.961 6.526 3.383 0.93 1.08 0.08
H -7.536 4.949 4.029 2.02 -1.50 1.41
H -7.640 4.662 -0.208 -0.45 -1.02 0.20
H -9.129 3.684 0.055 -0.37 -0.10 -0.21
H -7.560 2.822 -0.122 -0.21 0.37 -0.26
C 0.587 -4.140 2.874 1.11 -0.29 2.54
C -0.423 -3.781 3.969 0.39 1.04 0.59
O -1.457 -3.186 4.039 1.09 -0.96 -1.24
N 0.081 -4.152 5.374 -0.96 -1.21 0.72
H 0.018 -3.273 5.914 0.86 0.76 -0.24
H -0.743 -4.648 5.813 1.28 -0.13 -0.63
C 1.432 -4.837 5.488 -0.10 1.50 -0.26
H 0.717 -5.207 2.758 -0.34 -0.48 0.24
H 1.646 -3.789 3.080 -1.50 0.07 0.04
H 0.295 -3.785 1.967 -1.01 1.29 -2.47
H 1.610 -5.070 6.529 0.01 -0.09 0.11
H 2.189 -4.064 5.144 -0.90 -1.20 0.45
H 1.414 -5.736 4.871 0.17 0.20 0.16
C 4.709 2.118 -2.264 -0.97 2.68 -1.00
C 6.020 2.761 -2.134 2.10 1.00 -0.79
O 6.657 2.768 -1.014 1.12 2.78 -2.82
N 6.651 3.206 -3.212 -1.20 -0.53 0.08
H 6.227 2.783 -4.025 0.13 0.86 -0.59
H -2.237 -0.104 -7.739 0.21 0.36 2.84
C 7.970 3.839 -3.218 -0.46 -1.08 -0.34
H 4.114 2.159 -1.338 0.03 0.16 -0.69
H 4.981 1.154 -2.437 0.30 -3.37 -0.32
H 4.268 2.486 -3.246 -0.10 -0.35 1.62
H 7.900 4.905 -3.259 -0.05 0.56 0.29
H 8.611 3.486 -4.007 -0.26 -0.17 -0.74
H 8.410 3.413 -2.363 0.84 0.47 1.33
C 10.065 1.586 -1.303 -2.22 -1.65 -0.25
C 9.412 0.737 -0.173 2.02 1.98 2.09
O 9.636 1.026 1.010 -0.26 -0.03 -1.23
N 8.694 -0.337 -0.471 -1.05 -1.68 -2.13
H 6.211 2.079 -0.581 -1.26 -2.45 3.69
H 8.560 -0.620 -1.462 0.32 0.41 1.32
C 8.291 -1.284 0.557 -0.43 0.35 0.24
H 9.709 1.083 -2.233 0.47 0.81 0.10
H 11.131 1.504 -1.247 0.51 0.10 0.17
H 9.710 2.619 -1.238 0.35 -0.35 0.11
H 8.158 -0.748 1.481 -0.06 0.33 0.20
H 9.041 -2.028 0.774 0.36 -0.37 -0.28
H 7.335 -1.751 0.325 0.11 -0.02 -0.27
C 0.633 0.337 7.416 0.07 1.85 -0.83
C 1.007 -0.358 6.149 -0.79 -3.15 0.19
O 0.658 -1.570 6.010 0.21 1.17 -0.32
N 1.708 0.265 5.191 -1.61 -0.87 1.51
H -4.645 -0.685 -1.958 -0.02 -0.33 1.57
H 1.947 -0.315 4.445 0.22 -1.10 -1.70
C 2.683 1.195 5.566 1.43 1.18 -0.69
H -0.303 0.016 7.846 -0.82 0.12 -0.84
H 0.701 1.432 7.140 -0.54 -1.07 1.28
H 1.230 0.061 8.262 1.32 0.18 0.14
H 2.439 1.476 6.556 0.34 0.94 0.77
H 2.683 2.013 4.854 0.18 0.39 0.24
H 3.677 0.746 5.562 0.03 0.03 0.02
C -6.360 -1.155 -1.502 -1.47 -1.28 1.67
O -6.722 -0.185 -2.341 -0.72 2.29 -2.15
O -5.069 -0.914 -1.077 1.37 -0.06 -2.53
C -7.158 -1.071 -0.087 -0.42 -1.46 -1.78
F -7.683 -2.278 0.254 0.13 0.35 -0.25
F -6.317 -0.738 0.844 0.31 0.71 1.60
F -8.192 -0.203 -0.089 0.26 0.15 -0.11
C -7.559 -0.403 -3.566 -1.63 -1.16 3.71
C -6.757 -0.645 -4.756 2.57 -0.23 0.70
H -6.318 -1.640 -4.839 -0.14 -0.13 0.25
H -7.254 -0.458 -5.657 -0.85 0.53 -1.29
H -5.893 0.040 -4.614 -0.42 -0.24 -0.69
H -8.159 0.490 -3.598 0.06 0.50 -0.27
H -8.293 -1.171 -3.188 0.64 0.22 -1.07
H -6.567 -2.149 -1.974 0.37 0.26 0.60
C -2.059 -1.270 -6.085 0.39 1.31 -2.10
O -3.138 -2.086 -6.581 3.26 -0.83 1.80
O -2.149 0.080 -6.723 -0.11 -3.09 -1.29
C -2.117 -1.094 -4.579 -2.06 1.13 -0.01
F -1.644 -2.176 -3.986 0.45 -0.02 0.57
F -1.426 0.001 -4.159 -1.12 -1.29 -0.09
F -3.484 -1.032 -4.208 2.04 0.60 0.18
C -2.917 -3.547 -6.128 -1.01 1.36 -2.09
C -3.996 -4.219 -6.964 0.81 -1.31 -0.37
H -3.948 -5.306 -6.750 -0.09 0.43 -0.39
H -5.019 -3.913 -6.790 -0.01 0.40 0.45
H -3.797 -4.032 -8.040 0.00 -0.30 0.65
H -3.088 -3.616 -5.072 -0.17 0.04 0.49
H -1.889 -3.952 -6.361 -0.98 0.84 0.00
H -0.990 -1.708 -6.202 -1.70 0.38 -0.57
N 4.227 0.458 2.414 -0.18 0.99 -1.64
S 3.287 -0.397 1.319 1.99 3.64 4.31
O 3.329 0.188 0.045 -1.15 -0.12 -1.81
O 2.103 -0.772 2.024 -0.32 -0.14 -0.55
F 4.113 -1.663 1.266 0.92 -2.31 -0.70
S 5.454 1.428 1.834 -2.86 -2.97 0.17
O 5.390 2.807 2.197 0.31 -0.88 -0.04
O 5.720 1.065 0.444 0.46 0.42 0.63
F 6.590 0.720 2.632 0.38 0.79 0.07
```
Positions in Å, forces in eV/Å.

Values from the calculation:
Energy relative to the best compared isomer or geometry (same formula, charge and spin): 1.5797 eV
Charge: +2
Orbital gap: 7.28 eV
LUMO level: -4.7 eV

---

[3]
The following is a quantum chemistry calculation of a structure of composition C23H52IrP4Se at a distorted geometry, from the Open Molecules 2025 dataset.

```
81
Properties=species:S:1:pos:R:3:forces:R:3
Ir 0.276 -0.935 0.752 0.29 0.10 1.51
P -1.059 -2.711 1.209 -1.13 -1.97 0.23
P 1.909 -0.935 2.389 0.87 -0.04 1.11
P 1.608 -1.968 -0.809 0.99 0.68 -1.94
H -2.707 3.261 -5.756 -0.46 -0.17 -0.10
C -2.794 2.284 -6.239 -1.32 -1.42 -0.01
C -3.306 1.218 -5.518 0.38 1.92 -1.11
H -3.845 1.418 -4.555 1.02 -0.20 -0.70
C -2.577 -2.489 2.216 0.03 0.21 0.06
C -0.188 -4.090 2.077 -0.23 -0.03 -0.11
C -1.675 -3.414 -0.380 -0.09 -0.04 0.16
C 3.197 0.387 2.289 -0.18 -0.28 0.12
C 1.202 -0.744 4.080 0.43 -0.25 -0.12
C 2.971 -2.431 2.508 -0.19 0.08 0.16
C 0.980 -1.822 -2.508 0.06 -0.27 -0.10
C 2.007 -3.754 -0.666 -0.02 -0.08 0.29
C 3.275 -1.200 -0.967 -0.44 -0.50 0.06
H -2.585 2.339 -7.357 0.14 -0.76 1.69
H -3.291 0.174 -5.854 -0.32 0.62 -0.23
H -3.259 -1.769 1.753 0.19 -0.07 -0.01
H -2.314 -2.137 3.218 0.01 -0.05 -0.13
H -3.120 -3.432 2.330 0.25 -0.04 -0.17
H 0.204 -3.756 3.044 -0.13 0.06 -0.18
H 0.638 -4.491 1.481 -0.18 0.18 0.10
H -0.879 -4.919 2.274 -0.01 0.19 -0.10
H -2.227 -2.642 -0.932 0.16 -0.11 0.15
H -2.360 -4.254 -0.206 0.19 0.14 0.08
H -0.845 -3.768 -1.003 -0.26 0.11 0.19
H 4.056 0.062 2.896 -0.20 0.18 -0.24
H 2.814 1.330 2.696 0.25 -0.32 -0.11
H 3.507 0.518 1.244 0.03 0.04 0.36
H 1.934 -1.095 4.815 -0.10 0.10 -0.04
H 0.290 -1.340 4.182 0.17 0.05 0.01
H 0.980 0.306 4.289 0.05 -0.18 -0.06
H 3.575 -2.345 3.419 -0.08 -0.04 -0.16
H 3.653 -2.493 1.653 -0.16 -0.01 0.21
H 2.370 -3.343 2.570 0.18 0.19 -0.01
H 1.617 -2.430 -3.172 -0.28 0.26 0.08
H 1.023 -0.767 -2.813 -0.09 -0.33 0.03
H -0.054 -2.191 -2.552 0.28 0.18 -0.13
H 2.643 -4.009 -1.529 -0.18 0.18 0.22
H 1.114 -4.390 -0.702 0.30 0.22 0.03
H 2.574 -3.957 0.252 -0.21 0.00 -0.28
H 3.767 -1.708 -1.802 0.13 0.19 0.10
H 3.847 -1.363 -0.052 0.06 0.13 -0.24
H 3.182 -0.130 -1.176 0.09 -0.24 -0.01
C 1.184 2.463 -2.532 1.15 -0.44 1.08
C -0.041 1.854 -2.894 0.28 0.39 -0.61
C -0.475 2.137 -4.175 -0.34 -1.02 1.24
C 0.286 2.837 -5.121 0.02 0.48 0.31
C 1.546 3.367 -4.758 0.13 -0.39 0.17
C 2.028 3.110 -3.473 -0.74 1.00 -1.31
Se 1.877 2.543 -0.770 -0.08 -1.20 -1.20
H 1.481 1.088 -0.400 -0.38 0.77 0.07
H -0.642 1.212 -2.235 0.38 0.55 -0.15
H -1.463 1.758 -4.416 0.32 0.11 -0.38
H -0.194 2.958 -6.095 0.53 0.18 0.13
H 2.147 3.961 -5.458 -0.27 -0.45 0.23
H 3.026 3.462 -3.223 -0.29 0.01 0.25
C -2.357 2.022 3.771 0.01 0.41 -0.23
C -1.764 0.727 3.212 -0.09 -0.94 0.33
P -0.745 0.964 1.691 -0.69 1.76 -0.40
C -1.909 1.726 0.494 0.08 0.36 -0.01
C -3.138 0.886 0.164 -0.21 -0.25 -0.15
C 0.401 2.343 2.203 0.27 -0.12 -0.51
C 0.026 3.745 1.742 -0.25 0.65 -0.07
H -2.958 1.831 4.666 0.16 -0.18 -0.18
H -1.591 2.749 4.050 -0.05 -0.10 0.01
H -3.015 2.498 3.041 0.00 -0.01 0.08
H -1.137 0.231 3.973 -0.36 0.22 -0.38
H -2.576 0.025 2.958 0.35 0.29 0.08
H -1.319 1.885 -0.422 -0.16 0.06 0.29
H -2.196 2.723 0.853 0.03 -0.28 -0.07
H -3.677 1.338 -0.681 0.14 -0.17 0.26
H -2.839 -0.128 -0.129 -0.07 0.08 -0.08
H -3.861 0.787 0.985 0.30 0.18 -0.09
H 0.539 2.327 3.288 -0.08 -0.18 -0.11
H 1.372 2.132 1.743 -0.17 -0.12 0.37
H -1.003 4.028 1.998 0.33 -0.03 -0.08
H 0.693 4.483 2.211 -0.18 -0.27 -0.08
H 0.167 3.856 0.651 -0.37 0.02 0.52
```
Positions in Å, forces in eV/Å.

Values from the calculation:
Energy relative to the best compared isomer or geometry (same formula, charge and spin): 0.0000 eV
Expectation value of S²: 6.03
Multiplicity: 5
Charge: +3
Orbital gap (alpha / beta): 7.58 / 4.17 eV
LUMO level (alpha / beta): -7.9 / -11.9 eV